Molecular formula: C36H51GeNO7SbTi
Method: DFT, ωB97M-V with the def2-TZVPD basis set

ORCA input file:
```
! wB97M-V def2-TZVPD RIJCOSX def2/J DEFGRID3
* xyz 2 2
C -0.906 2.007 -1.765
H -3.216 -0.749 -2.658
H 5.239 2.759 -3.068
C -0.498 2.241 -3.083
C -1.025 3.482 1.171
H 2.895 1.075 3.777
O -0.854 -0.626 2.425
C 4.159 0.081 1.623
H 1.341 -3.233 -3.917
C -1.372 1.658 2.717
O -2.827 4.374 5.413
H 2.126 -2.039 3.455
H -1.090 -2.232 -2.643
H 2.249 5.815 -3.257
C -3.938 -3.231 0.636
H 3.607 -2.431 2.547
H 2.220 -5.043 1.270
Sb -2.878 -1.522 -0.077
Ti -0.028 -1.095 0.713
C -1.527 4.364 2.115
C -1.296 0.294 3.124
O -0.466 1.220 0.524
H -3.498 -4.160 0.282
C -2.792 2.369 -3.806
C 3.828 4.361 -3.271
C 1.420 -3.087 -2.840
H -1.700 -3.536 2.205
H -4.077 -0.236 1.963
C 0.980 -1.672 -2.486
H 1.887 -4.322 2.862
H -0.447 -1.425 -4.076
H 4.592 -0.681 0.970
H -3.518 2.518 -4.594
H 0.552 2.294 -3.327
C 2.854 -0.414 2.229
N -2.485 4.843 4.349
C 1.463 -4.905 2.045
H -2.632 1.777 -0.491
H -1.158 -4.474 -0.168
H -3.900 0.928 0.633
H 3.814 1.457 -1.531
H 2.014 -0.694 -4.111
O 0.949 -1.526 -1.027
C -2.276 1.948 -1.497
C 2.185 0.676 3.054
H 4.884 0.298 2.407
H -4.755 -1.330 -1.976
H -1.095 2.601 -5.100
H -1.637 0.049 4.135
H -1.599 5.422 1.901
C 0.211 -4.241 1.491
H 4.457 4.935 -3.936
O 0.557 -2.887 1.049
H -2.207 2.225 4.631
H 0.809 4.505 -1.750
C -0.315 -5.000 0.285
H -0.707 3.866 0.216
H -0.418 -3.550 3.432
C -3.209 2.134 -2.506
C 1.376 2.124 -0.603
C 4.266 3.138 -2.783
Ge 2.287 -2.372 0.079
H 0.470 -5.115 -0.464
C 0.083 1.826 -0.688
C -1.432 2.417 -4.088
H 2.460 -3.272 -2.563
C -1.878 2.565 3.657
C -1.950 3.894 3.348
H 1.206 -5.891 2.430
H -1.174 -5.065 2.919
C 1.966 -0.650 -3.022
H -0.812 -0.472 -2.636
H -4.266 2.102 -2.273
C 2.585 4.854 -2.893
O 1.967 -0.754 1.113
C -0.836 -4.087 2.579
H 3.690 -1.388 3.961
C -3.684 -1.513 -2.046
C 3.464 2.407 -1.920
H -3.521 -2.491 -2.495
H 0.778 -3.824 -2.353
O -2.503 6.011 4.034
H 1.341 0.268 3.612
H 4.001 0.990 1.042
C -0.431 -1.432 -2.986
C -0.945 2.126 1.453
H -5.175 -0.300 0.579
C 1.778 4.118 -2.042
C -4.149 -0.101 0.883
H 1.874 1.792 0.301
H -0.644 -5.996 0.580
H 1.674 0.354 -2.723
H -3.955 -3.229 1.723
H 1.844 1.503 2.430
H 2.968 -0.851 -2.634
C 2.206 2.882 -1.558
H -4.959 -3.158 0.265
C 3.079 -1.646 3.096
*
```

Summary:
Max |F|   0.0133 hartree/bohr
HOMO (spin up / spin down)   -13.46 / -13.46 eV
Gap between HOMO and LUMO (spin up / spin down)   6.68 / 6.45 eV

Mulliken population analysis, charges in e, atoms 1 to 4:
1. C 0.732
2. H 0.296
3. H 0.439
4. C 0.353

***

Molecular formula: C19H20N4O3S
Method: DFT, ωB97M-V with the def2-TZVPD basis set

ORCA input file:
```
! wB97M-V def2-TZVPD RIJCOSX def2/J DEFGRID3
* xyz 0 1
O -1.319 -1.811 -1.455
H 0.973 -6.311 -4.889
C -0.663 3.133 -0.780
S -0.691 4.513 -1.685
H 1.730 -2.330 -0.915
H -1.180 -2.235 -5.425
H 1.585 -6.470 -2.499
N -0.558 3.254 0.584
C -0.891 4.822 4.490
O -1.280 1.273 1.479
H -0.293 4.195 0.856
C -0.065 4.193 5.405
N 0.812 -1.954 -0.737
H 1.504 -1.103 1.028
N -0.774 1.949 -1.413
C 0.090 -4.375 -4.687
C 0.945 1.062 3.526
H 1.512 1.157 2.601
C 0.642 0.464 -0.155
H -0.277 -1.230 -4.284
O 1.478 1.290 0.140
N -0.430 0.695 -0.941
H -0.820 2.038 -2.424
C -0.922 -2.103 -4.377
H 1.169 2.498 5.808
C 1.084 -5.591 -2.876
H -1.777 4.715 2.549
C 0.128 -3.412 -2.496
C -0.232 -3.319 -3.844
C 0.522 2.980 5.090
H -0.176 -4.313 -5.732
H -1.119 -0.061 -1.060
H 1.612 0.744 4.322
C -0.212 -2.325 -1.537
C 0.295 2.366 3.866
H -1.355 5.766 4.731
C 0.671 -0.991 0.334
H 0.123 4.648 6.367
C -1.118 4.234 3.259
H -0.273 -1.175 0.856
H -1.829 -1.907 -3.809
H 0.184 0.299 3.371
H 1.030 -4.621 -0.974
C -0.533 3.012 2.943
C 0.783 -4.546 -2.023
C 0.739 -5.501 -4.214
C -0.827 2.386 1.623
*
```

Summary:
Max |F|   0.0114 hartree/bohr
HOMO   -8.34 eV
Gap between HOMO and LUMO   8.83 eV
Structure (SMILES)   Cc1ccccc1C(=O)NCC(=O)NNC(=S)NC(=O)c1ccccc1C

Mulliken population analysis, charges in e, atoms 1 to 4:
1. O -0.719
2. H 0.387
3. C 0.168
4. S -0.442

***

Molecular formula: C2H14O7
Method: DFT, ωB97M-V with the def2-TZVPD basis set

ORCA input file:
```
! wB97M-V def2-TZVPD RIJCOSX def2/J DEFGRID3
* xyz 1 2
H 9.133 -14.972 24.985
H 8.951 -10.172 23.213
C 8.016 -9.781 23.614
H 7.811 -8.879 23.037
H 4.640 -12.645 20.880
H 5.998 -15.940 20.991
H 9.756 -13.603 25.162
H 4.955 -12.239 25.123
H 7.536 -13.879 23.912
H 5.070 -11.491 21.761
O 6.627 -15.470 21.537
H 6.536 -13.146 22.978
O 6.140 -11.122 24.340
O 6.641 -13.897 23.566
H 8.117 -9.429 24.641
H 6.566 -14.648 22.973
O 4.311 -12.030 21.535
H 4.149 -12.595 26.354
O 4.132 -12.643 25.398
O 7.036 -11.568 22.336
O 8.973 -14.041 24.829
H 7.482 -15.796 21.255
C 6.923 -10.836 23.378
*
```

Summary:
Max |F|   0.0763 hartree/bohr
HOMO (spin up / spin down)   -14.04 / -14.03 eV
Gap between HOMO and LUMO (spin up / spin down)   10.69 / 5.96 eV

Mulliken population analysis, charges in e, atoms 1 to 4:
1. H 0.304
2. H 0.315
3. C -1.101
4. H 0.322

***

Molecular formula: C2H5PS
Method: DFT, ωB97M-V with the def2-TZVPD basis set

ORCA input file:
```
! wB97M-V def2-TZVPD RIJCOSX def2/J DEFGRID3
* xyz 0 1
H 3.477 0.013 0.149
S -3.589 1.107 0.238
C 1.167 -0.889 -0.485
P 2.191 -0.275 0.640
H -2.111 -0.282 -1.141
H -1.409 1.265 -0.648
H 0.169 -1.013 -0.083
C -2.290 0.619 -0.572
H 2.394 -0.544 1.902
*
```

Summary:
Max |F|   0.0655 hartree/bohr
HOMO   -8.88 eV
Gap between HOMO and LUMO   8.40 eV
Structure (SMILES)   C#[PH2].C=S

Mulliken population analysis, charges in e, atoms 1 to 4:
1. H 0.069
2. S -0.203
3. C -0.308
4. P 0.098

***

Molecular formula: C12H23N3O5
Method: DFT, ωB97M-V with the def2-TZVPD basis set

ORCA input file:
```
! wB97M-V def2-TZVPD RIJCOSX def2/J DEFGRID3
* xyz 0 1
H 2.765 -2.149 -3.610
H 3.091 -3.889 -3.710
H 2.103 0.991 6.207
O 1.246 0.639 6.502
C -0.135 -0.005 -0.636
C 0.556 -2.671 -1.853
H -1.247 0.290 -2.420
H -0.452 0.582 -4.701
H -2.258 3.142 2.561
O -1.687 -2.016 -5.832
N 1.602 -3.355 -2.330
H -2.008 2.165 4.729
O -0.437 4.641 1.727
H 1.921 -4.106 -1.737
C 0.092 1.687 4.665
O 0.872 0.661 -0.783
H -0.753 1.157 6.586
H -0.037 0.695 4.220
H -1.320 1.669 2.330
H -1.791 -1.090 -1.462
C -0.969 -1.479 -5.005
H 0.871 -0.431 -5.340
H -0.956 3.586 4.699
H 1.023 2.116 4.281
C 2.305 -3.139 -3.596
H -1.259 -0.999 0.685
C -1.292 2.669 2.766
H 0.778 3.062 1.914
C -0.197 -0.228 -5.380
C -0.911 -0.554 -1.819
C -0.041 -1.500 -2.670
H 0.379 2.520 6.644
N -0.853 -2.000 -3.785
H 1.614 -3.233 -4.436
H -0.470 0.059 -6.395
C 0.189 1.544 6.184
C -0.204 3.492 2.082
H 0.802 -0.920 -3.046
C -1.097 2.580 4.286
O 0.052 -3.016 -0.789
H 0.065 -0.035 1.319
H -1.404 -2.830 -3.623
N -0.549 -0.298 0.572
*
```

Summary:
Max |F|   0.0465 hartree/bohr
HOMO   -9.75 eV
Gap between HOMO and LUMO   10.28 eV
Structure (SMILES)   CNC(=O)[C@H](CC(N)=O)NC(C)=O.O=CCCCCO

Mulliken population analysis, charges in e, atoms 1 to 4:
1. H 0.237
2. H 0.339
3. H 0.313
4. O -0.535

***

Molecular formula: C9H15BrN3O
Method: DFT, ωB97M-V with the def2-TZVPD basis set

ORCA input file:
```
! wB97M-V def2-TZVPD RIJCOSX def2/J DEFGRID3
* xyz 1 1
C -2.687 -0.023 0.535
H 3.448 -2.424 -1.509
H -3.643 -0.339 0.131
H -2.204 1.802 -0.634
C -0.758 1.379 0.684
C -1.011 -0.588 2.093
Br -1.720 2.588 -2.660
H 2.784 0.625 0.841
H 0.648 0.824 2.218
N 0.431 -1.236 -0.614
C 0.013 0.338 1.383
H -2.986 -1.302 2.172
H 0.172 -0.562 -1.241
N -0.146 2.508 0.282
H 2.767 -1.021 -2.147
H 1.383 -3.114 -0.332
C 1.017 -0.500 0.525
C 2.751 -1.740 -1.340
C -2.307 -0.636 1.749
H 1.415 -1.403 1.033
H -0.733 3.142 -0.123
C 2.414 0.065 0.009
O 3.212 -1.003 -0.194
H -0.619 -0.911 3.047
H 0.950 -2.654 -1.979
H 0.790 2.719 0.424
N -1.945 1.109 0.154
H 2.284 0.700 -0.867
C 1.339 -2.306 -1.051
*
```

Summary:
Max |F|   0.0994 hartree/bohr
HOMO (spin up / spin down)   -11.34 / -11.34 eV
Gap between HOMO and LUMO (spin up / spin down)   4.11 / 4.11 eV

Mulliken population analysis, charges in e, atoms 1 to 4:
1. C -0.124
2. H 0.410
3. H 0.440
4. H -0.102

***

Among the records above, which one has the lowest max |F|? C19H20N4O3S

***

What is the formula in the second record? C19H20N4O3S

***

What is the max |F| in the second record? 0.0114 hartree/bohr

***

Which value of max |F| does entry 5 give? 0.0465 hartree/bohr